Density functional theory data (the ωB97M-V functional and the def2-TZVPD basis) for C35H37BF4IrP2 as an isolated structure at a distorted geometry.

Values from the calculation:
* expectation value of S²: 8.79
* HOMO level (spin up / spin down): -11.80 / -14.46 eV
* charge: +2
* E_tot: -2566.439373 Ha
* spin multiplicity: 6

Positions of all 80 atoms, in Å:
Ir 0.64714 -1.31100 -1.54454
C 1.48874 -1.16246 -5.62085
C 0.14975 -1.12908 -5.62695
C -0.71605 -2.22800 -6.17943
C -0.37538 -3.64532 -5.70906
C 0.24123 -3.76127 -4.32477
C 1.49611 -3.38085 -4.00007
C 2.60026 -3.32847 -5.01291
C 2.33523 -2.30611 -6.13037
C 0.13193 -1.34098 0.58563
H 2.06611 -0.24875 -5.45480
H -0.37337 -0.17482 -5.57494
H -0.70778 -2.20349 -7.28487
H -1.75045 -2.00118 -5.90482
H -1.31269 -4.22495 -5.70208
H 0.26685 -4.12906 -6.46430
H -0.32407 -4.44375 -3.67759
H 1.84583 -3.35418 -2.96369
H 2.80429 -4.30849 -5.48129
H 3.52239 -3.04177 -4.49042
H 3.30324 -1.91193 -6.47833
H 1.88114 -2.79833 -7.00239
H 0.91595 -0.77944 1.12508
H 0.03851 -2.31407 1.09733
H -0.80429 -0.78320 0.78469
P -0.79668 -0.13744 -2.87863
P -0.52824 -3.18516 -1.20457
C -1.76724 -1.61053 -3.26109
C -1.66950 -2.80863 -2.57951
C -2.01028 1.20718 -2.94440
C -2.93423 1.22129 -4.01065
C -3.77517 2.31812 -4.16723
C -3.69728 3.39871 -3.27754
C -2.77353 3.37893 -2.22360
C -1.94108 2.28832 -2.05160
C 0.73070 0.77980 -3.56881
C 1.95031 0.35995 -3.05283
C 3.15776 0.93427 -3.44447
C 3.13036 1.92115 -4.43507
C 1.90727 2.41092 -4.89588
C 0.69568 1.89857 -4.42167
C -1.63931 -3.88117 0.06472
C -2.79617 -3.14629 0.39910
C -3.70937 -3.65577 1.31865
C -3.47979 -4.90367 1.92202
C -2.32112 -5.61393 1.62132
C -1.39363 -5.10483 0.72560
C 1.02461 -4.18426 -1.00182
C 2.18810 -3.44536 -0.73691
C 3.44110 -4.06549 -0.74831
C 3.50146 -5.46270 -0.87103
C 2.34236 -6.21614 -1.06062
C 1.10399 -5.57132 -1.18593
H -2.59457 -1.46561 -3.94535
H -2.36317 -3.63249 -2.79712
H -2.99675 0.38379 -4.70448
H -4.50113 2.32496 -4.98402
H -4.35611 4.25517 -3.41254
H -2.72111 4.23233 -1.54121
H -1.22727 2.24650 -1.22466
H 2.03282 -0.44899 -2.25787
H 4.08555 0.61577 -2.97702
H 4.06875 2.31647 -4.81704
H 1.89394 3.21988 -5.62454
H -0.25725 2.34913 -4.69461
H -2.96447 -2.16593 -0.06205
H -4.60546 -3.08302 1.56857
H -4.20985 -5.31210 2.61922
H -2.13289 -6.58479 2.08692
H -0.47453 -5.65119 0.54912
H 2.12949 -2.33699 -0.60874
H 4.34408 -3.46665 -0.66143
H 4.47533 -5.95734 -0.82791
H 2.39339 -7.31497 -1.11208
H 0.19036 -6.14584 -1.38847
F 1.42210 0.85102 -0.52052
B 0.97690 1.97753 0.34750
F -0.40198 1.74381 0.64715
F 1.75388 1.92413 1.49855
F 1.12848 3.16269 -0.38425

Mulliken analysis output, partial charges in e: atom 1 (Ir): 1.736, atom 2 (C): 0.042, atom 3 (C): -0.446, atom 4 (C): -1.167, atom 5 (C): -1.408, atom 6 (C): 0.292, atom 7 (C): 0.468, atom 8 (C): -1.100, atom 9 (C): -1.200, atom 10 (C): -1.812, atom 11 (H): 0.402, atom 12 (H): 1.218, atom 13 (H): 0.538, atom 14 (H): 0.219, atom 15 (H): 0.477, atom 16 (H): 0.412, atom 17 (H): 1.230, atom 18 (H): -0.278, atom 19 (H): 0.372, atom 20 (H): 0.407, atom 21 (H): 0.505, atom 22 (H): 0.348, atom 23 (H): 0.510, atom 24 (H): 0.560, atom 25 (H): 0.384, atom 26 (P): 1.959, atom 27 (P): 0.852, atom 28 (C): -0.628, atom 29 (C): -1.739, atom 30 (C): 0.277, atom 31 (C): -0.488, atom 32 (C): -0.705, atom 33 (C): -0.455, atom 34 (C): -0.828, atom 35 (C): 0.107, atom 36 (C): 0.560, atom 37 (C): -0.457, atom 38 (C): -0.999, atom 39 (C): -0.949, atom 40 (C): -0.825, atom 41 (C): -0.552, atom 42 (C): 0.780, atom 43 (C): -0.391, atom 44 (C): -0.772, atom 45 (C): -0.542, atom 46 (C): -0.787, atom 47 (C): -0.456, atom 48 (C): 0.555, atom 49 (C): -1.201, atom 50 (C): -1.167, atom 51 (C): -0.667, atom 52 (C): -0.931, atom 53 (C): -0.375, atom 54 (H): 0.929, atom 55 (H): 0.517, atom 56 (H): 0.296, atom 57 (H): 0.466, atom 58 (H): 0.445, atom 59 (H): 0.515, atom 60 (H): 0.427, atom 61 (H): 0.534, atom 62 (H): 0.511, atom 63 (H): 0.471, atom 64 (H): 0.449, atom 65 (H): 0.470, atom 66 (H): 0.342, atom 67 (H): 0.424, atom 68 (H): 0.410, atom 69 (H): 0.432, atom 70 (H): 0.468, atom 71 (H): 0.981, atom 72 (H): 0.530, atom 73 (H): 0.442, atom 74 (H): 0.436, atom 75 (H): 0.659, atom 76 (F): -0.379, atom 77 (B): 0.464, atom 78 (F): -0.437, atom 79 (F): -0.325, atom 80 (F): -0.364